Entry 1:
Formula: C39H43N4O3PSSiTi
Source: the OMol25 dataset
Level of theory: ωB97M-V/def2-TZVPD

The orbital gap comes out at 0.2783 Eh. The value obtained for the LUMO energy is -0.106 eV. The energy above the lowest of the compared OMol25 structures with the same formula, charge and spin is 0.0 kcal per mole. Its spin multiplicity is 1.

Each line ends with the Löwdin charge.
Cartesian coordinates (Å):
Ti  0.160  -0.587  1.029  0.931
C  -0.831  3.105  2.901  -0.004
C  -0.542  1.637  2.910  -0.425
O  -0.284  1.134  1.739  -0.197
C  -0.594  0.883  4.045  -0.014
C  -0.444  -0.536  4.071  -0.306
C  -0.646  -1.250  5.375  -0.024
N  -0.156  -1.219  2.999  -0.048
N  -0.111  -2.606  3.150  0.102
C  0.471  -3.125  2.112  -0.445
O  0.967  -2.418  1.145  -0.158
C  0.520  -4.604  1.990  -0.145
C  0.210  -5.431  3.067  -0.029
C  0.257  -6.806  2.919  -0.083
C  0.608  -7.366  1.697  -0.092
C  0.914  -6.546  0.622  -0.079
C  0.875  -5.166  0.768  -0.019
H  -1.806  3.261  2.432  0.082
H  -0.084  3.619  2.296  0.087
H  -0.848  3.523  3.905  0.081
H  -0.825  1.375  4.978  0.106
H  -0.952  -0.553  6.151  0.074
H  0.279  -1.746  5.674  0.088
H  -1.390  -2.037  5.259  0.083
H  -0.067  -4.981  4.011  0.107
H  0.019  -7.446  3.759  0.100
H  0.646  -8.443  1.587  0.100
H  1.188  -6.979  -0.331  0.102
H  1.122  -4.512  -0.057  0.117
N  -3.418  1.235  1.273  0.115
C  -4.110  1.865  0.250  -0.322
C  -5.392  2.369  0.511  -0.046
C  -6.088  3.071  -0.451  -0.094
C  -5.528  3.301  -1.702  -0.099
C  -4.267  2.801  -1.970  -0.095
C  -3.545  2.074  -1.024  -0.314
P  -1.897  1.371  -1.379  1.111
C  -1.152  2.612  -2.489  -0.372
C  -1.335  2.646  -3.869  -0.097
C  -0.718  3.624  -4.636  -0.083
C  0.083  4.581  -4.029  -0.092
C  0.278  4.551  -2.655  -0.086
C  -0.327  3.564  -1.892  -0.098
C  -2.296  -0.010  -2.507  -0.376
C  -1.223  -0.724  -3.048  -0.113
C  -1.441  -1.859  -3.810  -0.083
C  -2.737  -2.313  -4.030  -0.094
C  -3.807  -1.617  -3.491  -0.085
C  -3.589  -0.469  -2.738  -0.085
H  -2.629  0.656  1.024  0.026
H  -3.989  0.844  2.004  0.099
H  -5.827  2.211  1.491  0.106
H  -7.076  3.451  -0.220  0.102
H  -6.068  3.860  -2.455  0.098
H  -3.822  2.974  -2.943  0.100
H  -1.956  1.898  -4.348  0.106
H  -0.864  3.641  -5.708  0.102
H  0.562  5.345  -4.629  0.100
H  0.913  5.287  -2.180  0.101
H  -0.150  3.515  -0.823  0.097
H  -0.207  -0.390  -2.867  0.074
H  -0.599  -2.398  -4.226  0.105
H  -2.908  -3.204  -4.620  0.100
H  -4.820  -1.962  -3.657  0.102
H  -4.434  0.071  -2.327  0.101
C  5.498  2.860  -1.100  -0.172
Si  5.175  1.009  -1.110  0.522
C  6.803  0.079  -0.964  -0.177
C  4.347  0.517  -2.713  -0.210
C  4.187  0.617  0.457  -0.226
C  4.848  0.778  1.673  -0.078
C  4.224  0.544  2.894  -0.051
C  2.908  0.130  2.875  -0.099
N  2.254  -0.030  1.732  -0.054
C  2.849  0.209  0.555  -0.675
S  1.718  -0.006  -0.771  0.685
H  6.140  3.146  -1.936  0.031
H  5.989  3.176  -0.177  0.028
H  4.562  3.416  -1.188  0.032
H  7.447  0.305  -1.816  0.032
H  6.628  -0.998  -0.951  0.036
H  7.352  0.337  -0.057  0.023
H  5.061  0.682  -3.525  0.033
H  3.453  1.104  -2.918  0.013
H  4.063  -0.536  -2.717  0.025
H  5.885  1.099  1.678  0.101
H  4.746  0.677  3.831  0.103
H  2.354  -0.086  3.781  0.115
C  -2.186  -2.383  0.074  -0.115
O  -1.360  -1.299  0.412  -0.381
H  -1.860  -2.817  -0.874  0.088
H  -2.141  -3.145  0.857  0.088
H  -3.217  -2.038  -0.036  0.084

***

Entry 2:
Formula: C39H44AlBBr3Cl5FLiMgN3O11PS3
Source: the OMol25 dataset
Level of theory: ωB97M-V/def2-TZVPD

The orbital gap comes out at 0.0241 Eh. The value obtained for the LUMO energy is -5.818 eV. Its spin multiplicity is 1.

Each line ends with the Löwdin charge.
Cartesian coordinates (Å):
C  6.553  -1.413  5.123  -0.156
C  5.492  -0.414  4.373  -0.641
Cl  4.026  -1.476  3.828  0.500
C  6.218  0.311  3.052  -0.202
C  4.982  1.071  2.248  -0.159
C  4.069  2.265  2.981  -0.005
C  2.798  2.976  2.161  -0.031
C  2.526  2.452  0.627  -0.378
C  3.465  1.278  -0.106  -0.178
C  4.720  0.565  0.687  0.008
N  3.202  0.822  -1.528  -0.125
C  1.755  0.456  -1.770  -0.152
C  1.461  -1.008  -2.475  0.078
C  -0.121  -1.418  -2.686  0.034
B  -0.391  -2.928  -3.353  -0.424
O  -0.585  -3.184  -4.794  0.071
O  -0.393  -4.054  -2.354  0.021
C  -1.349  -0.430  -2.234  -0.075
C  -2.966  -0.815  -2.386  -0.136
C  -3.561  -0.916  -0.837  -0.277
C  -2.508  -1.567  0.238  -0.452
S  -3.329  -1.933  1.925  0.787
C  -2.756  -0.472  3.016  -0.914
S  -1.049  -0.408  3.315  0.636
N  -3.736  0.557  3.545  -0.159
C  -3.431  1.956  3.043  -0.092
C  -2.898  2.304  1.498  0.051
C  -2.624  3.851  0.981  -0.011
C  -2.859  5.183  1.952  0.009
C  -3.344  4.844  3.504  -0.194
C  -3.622  3.288  4.036  0.024
C  -5.109  0.087  3.112  -0.224
C  -5.919  -0.902  4.175  -0.014
C  -7.418  -1.530  3.863  -0.045
C  -8.147  -1.126  2.446  -0.049
C  -7.373  -0.141  1.339  -0.084
C  -5.875  0.459  1.711  -0.022
C  -1.066  1.060  -1.528  -0.004
C  0.506  1.468  -1.306  -0.360
S  1.094  3.083  -0.471  0.771
H  6.117  -2.501  5.311  0.082
H  7.471  -1.554  4.381  0.086
H  6.874  -0.964  6.168  0.091
H  5.031  0.424  5.050  0.099
H  7.098  1.024  3.349  0.127
H  6.601  -0.605  2.391  0.119
H  4.285  2.599  4.106  0.102
H  2.106  3.798  2.652  0.100
H  5.377  -0.256  0.146  0.093
H  3.823  0.012  -1.795  0.082
H  2.371  -1.692  -2.758  0.115
H  -0.433  -2.363  -5.350  0.069
H  -0.251  -4.931  -2.818  0.113
H  -3.500  0.113  -2.897  0.085
H  -3.154  -1.780  -3.020  0.131
H  -4.516  -1.630  -0.840  0.111
H  -3.966  0.149  -0.549  0.052
H  -1.592  -0.853  0.512  0.062
H  -2.017  -2.557  -0.211  0.116
H  -2.739  1.342  0.811  0.077
H  -2.282  4.059  -0.119  0.087
H  -2.690  6.291  1.614  0.104
H  -3.500  5.797  4.202  -0.209
H  -3.986  3.203  5.162  0.047
H  -5.370  -1.186  5.194  0.016
H  -7.883  -2.244  4.691  0.097
H  -9.221  -1.512  2.183  0.082
H  -7.958  0.069  0.345  -0.010
H  -5.360  1.133  0.905  0.054
H  -1.947  1.779  -1.174  0.084
Al  -4.021  5.595  5.541  0.503
O  1.190  -3.003  -7.649  -0.162
P  1.079  -1.482  -7.849  -0.078
O  -0.032  -0.926  -6.943  -0.264
O  0.740  -1.182  -9.318  -0.143
O  2.417  -0.818  -7.486  -0.216
Li  5.279  1.281  -2.559  0.867
C  5.488  0.284  -10.770  -0.178
C  4.806  -0.932  -10.198  -0.185
C  5.788  -1.376  -9.136  -0.200
O  6.448  -0.196  -8.659  -0.158
C  6.135  0.890  -9.543  -0.221
H  4.807  0.972  -11.277  0.114
H  6.260  -0.026  -11.485  0.114
H  3.857  -0.640  -9.731  0.104
H  4.598  -1.709  -10.938  0.082
H  6.551  -2.041  -9.553  0.115
H  5.299  -1.888  -8.301  0.117
H  5.443  1.558  -9.020  0.111
H  7.046  1.446  -9.781  0.107
C  -3.721  -0.335  8.441  -1.974
Cl  -2.795  1.056  9.060  0.449
Cl  -2.840  -1.841  8.798  0.559
Cl  -5.320  -0.381  9.225  0.503
Cl  -3.929  -0.172  6.678  0.550
C  -6.695  1.267  -3.530  -1.574
Br  -6.771  0.421  -1.780  0.666
Br  -8.412  2.024  -4.043  0.576
Br  -5.264  2.580  -3.638  0.564
H  -6.463  0.481  -4.255  -0.015
N  3.779  -4.240  -10.754  -0.585
O  3.010  -3.416  -10.231  0.088
O  3.633  -5.454  -10.532  0.072
O  4.693  -3.851  -11.499  0.050
Mg  -2.821  5.037  7.904  0.512
F  -0.721  -1.189  7.415  -0.656
C  0.532  -1.562  11.305  -0.037
C  1.048  -0.173  10.892  -0.394
O  1.461  0.429  11.995  0.035
H  -0.309  -1.496  12.006  0.086
H  0.177  -2.104  10.420  0.085
H  1.319  -2.172  11.767  0.084
H  0.223  0.284  10.322  0.114
H  1.782  -0.364  10.093  0.120

***

Entry 3:
Formula: C39H44BBrN11O3STi
Source: the OMol25 dataset
Level of theory: ωB97M-V/def2-TZVPD

The orbital gap (spin up / spin down) comes out at 0.2787 / 0.2066 Eh. The value obtained for the LUMO energy (spin up / spin down) is -0.229 / -2.192 eV. The energy above the lowest of the compared OMol25 structures with the same formula, charge and spin is 4.3 kcal per mole. Its spin multiplicity is 2.

Each line ends with the Löwdin charge.
Cartesian coordinates (Å):
Ti  0.210  0.242  -0.494  0.776
C  -4.161  0.382  -0.315  -0.033
C  -2.953  -0.006  -0.882  -0.113
N  -1.940  0.282  -0.065  -0.033
N  -2.476  0.848  1.036  0.022
C  -3.806  0.932  0.900  -0.069
B  -1.556  1.457  2.129  -0.662
N  -0.523  0.398  2.562  0.034
C  -0.243  -0.049  3.795  -0.047
C  0.747  -1.004  3.697  -0.035
C  1.021  -1.086  2.335  -0.161
N  0.251  -0.235  1.657  -0.045
N  -0.789  2.607  1.441  0.050
C  -0.655  3.919  1.686  -0.047
C  0.175  4.459  0.723  -0.036
C  0.519  3.380  -0.087  -0.154
N  -0.072  2.272  0.339  -0.011
N  -2.383  1.861  3.335  -0.014
C  -3.264  1.063  3.994  -0.115
C  -3.625  1.702  5.153  -0.060
C  -2.890  2.901  5.128  -0.156
N  -2.139  2.988  4.046  0.070
H  -5.149  0.274  -0.724  0.100
H  -2.767  -0.466  -1.836  0.095
H  -4.412  1.373  1.672  0.126
H  -0.768  0.338  4.652  0.128
H  1.209  -1.557  4.495  0.101
H  1.725  -1.710  1.810  0.082
H  -1.148  4.354  2.536  0.100
H  0.491  5.483  0.631  0.096
H  1.192  3.341  -0.922  0.098
H  -3.547  0.099  3.605  0.060
H  -4.313  1.354  5.903  0.092
H  -2.878  3.702  5.850  0.099
O  2.979  2.516  0.980  -0.002
C  3.802  1.361  1.009  -0.318
C  3.194  0.324  0.030  -0.512
O  3.786  -0.692  -0.222  0.109
O  2.037  0.654  -0.516  -0.185
C  5.185  1.743  0.473  -0.131
C  5.245  2.302  -0.804  -0.018
C  6.453  2.710  -1.340  -0.073
C  7.623  2.566  -0.604  -0.090
C  7.570  2.014  0.664  -0.073
C  6.356  1.602  1.203  -0.009
C  3.849  0.767  2.418  -0.154
C  3.357  1.504  3.489  -0.016
C  3.431  1.008  4.784  -0.080
C  3.991  -0.235  5.025  -0.100
C  4.471  -0.984  3.958  -0.075
C  4.403  -0.489  2.665  -0.045
H  3.523  3.271  1.229  0.121
H  4.331  2.409  -1.377  0.124
H  6.484  3.135  -2.335  0.103
H  8.570  2.883  -1.022  0.101
H  8.477  1.901  1.244  0.103
H  6.329  1.175  2.195  0.112
H  2.886  2.461  3.312  0.114
H  3.038  1.597  5.603  0.104
H  4.048  -0.623  6.034  0.101
H  4.906  -1.960  4.132  0.104
H  4.782  -1.074  1.839  0.119
C  0.142  3.046  -3.437  -0.039
C  -0.462  1.897  -4.172  -0.183
C  -0.888  2.028  -5.472  -0.043
C  -1.442  0.946  -6.156  -0.045
C  -1.561  -0.294  -5.538  -0.045
C  -1.149  -0.494  -4.238  -0.182
C  -1.241  -1.858  -3.633  -0.077
C  -0.603  0.623  -3.499  -0.256
N  -0.245  0.519  -2.241  0.005
H  0.315  3.886  -4.108  0.084
H  1.088  2.747  -2.984  0.075
H  -0.513  3.372  -2.627  0.084
H  -0.784  2.984  -5.970  0.113
H  -1.775  1.071  -7.178  0.108
H  -1.983  -1.127  -6.088  0.115
H  -2.047  -2.426  -4.097  0.087
H  -1.377  -1.831  -2.556  -0.007
H  -0.305  -2.400  -3.795  0.086
Br  0.647  -2.223  -0.754  0.332
C  -2.199  -5.880  4.171  -0.081
C  -2.884  -6.119  2.832  -0.245
N  -3.427  -4.889  2.244  -0.026
C  -2.614  -3.819  1.957  -0.880
S  -3.034  -2.274  2.445  0.662
N  -1.482  -4.064  1.282  0.002
C  -1.256  -5.150  0.333  -0.261
C  0.011  -5.930  0.646  -0.084
H  -1.820  -6.819  4.579  0.073
H  -2.893  -5.447  4.892  0.075
H  -1.361  -5.191  4.056  0.071
H  -3.724  -6.805  2.944  0.115
H  -2.193  -6.589  2.136  0.079
H  -4.243  -4.554  2.736  0.094
H  -0.904  -3.248  1.114  0.025
H  -1.165  -4.699  -0.659  0.089
H  -2.138  -5.787  0.315  0.105
H  0.874  -5.264  0.622  0.062
H  0.169  -6.715  -0.095  0.076
H  -0.035  -6.388  1.635  0.065

***

Entry 4:
Formula: C39H45Br2F5N5O22P2S
Source: the OMol25 dataset
Level of theory: ωB97M-V/def2-TZVPD

The orbital gap comes out at 0.2698 Eh. Its charge is +1. The value obtained for the LUMO energy is -3.452 eV. The energy above the lowest of the compared OMol25 structures with the same formula, charge and spin is 0.0 kcal per mole. Its spin multiplicity is 1.

Each line ends with the Löwdin charge.
Cartesian coordinates (Å):
C  1.981  -5.871  2.521  -0.253
P  1.858  -6.375  0.771  1.017
C  0.778  -7.819  0.595  -0.265
N  1.216  -5.020  -0.198  -0.148
C  0.909  -3.832  0.389  -0.324
N  -0.213  -3.738  1.116  -0.002
C  -0.525  -2.512  1.936  -0.213
N  -1.239  -2.802  3.150  0.040
P  -1.393  -5.006  1.169  0.477
N  -1.084  -6.039  2.257  -0.108
O  -2.760  -4.198  1.312  -0.113
O  -1.479  -5.591  -0.292  -0.092
N  1.879  -2.923  0.121  0.056
C  1.928  -1.487  0.399  -0.139
C  2.656  -1.085  1.691  -0.266
C  2.448  0.400  1.862  -0.626
Br  3.489  1.144  3.308  0.684
C  2.736  -3.423  -0.955  -0.330
C  2.884  -2.520  -2.190  -0.159
C  1.588  -1.799  -2.620  -0.258
C  1.144  -2.174  -4.019  -0.577
Br  2.490  -1.660  -5.308  0.764
S  4.383  -3.756  -0.182  0.809
O  4.228  -3.796  1.239  -0.241
O  5.024  -4.890  -0.770  -0.239
C  5.548  -2.331  -0.526  -0.428
F  4.928  -1.139  -0.406  0.108
F  6.453  -2.431  0.464  0.140
C  6.302  -2.416  -1.917  -0.526
F  7.560  -2.827  -1.729  0.195
F  6.327  -1.170  -2.438  0.166
F  5.667  -3.211  -2.787  0.154
C  1.981  -4.669  -1.407  -0.240
C  2.718  -5.775  -2.094  -0.186
O  1.693  -6.627  -2.606  -0.142
O  2.259  -7.926  -2.762  0.002
H  1.309  -6.476  3.115  0.028
H  1.769  -4.827  2.707  0.028
H  2.994  -6.094  2.820  0.037
H  1.416  -8.681  0.452  0.041
H  0.097  -7.980  1.421  0.018
H  0.181  -7.700  -0.302  0.035
H  0.388  -2.044  2.243  0.088
H  -1.137  -1.850  1.340  0.130
H  -2.231  -2.695  3.041  0.072
H  -0.999  -3.696  3.551  0.069
H  -1.836  -6.080  2.935  0.027
H  -3.460  -4.852  1.422  0.105
H  -1.631  -4.885  -0.932  0.100
H  2.423  -0.951  -0.397  0.111
H  0.935  -1.062  0.440  0.124
H  2.286  -1.623  2.556  0.110
H  3.710  -1.307  1.623  0.082
H  1.406  0.637  2.031  0.038
H  2.742  0.939  0.970  0.068
H  3.662  -1.778  -2.090  0.097
H  3.199  -3.147  -3.011  0.087
H  0.771  -2.073  -1.954  0.113
H  1.722  -0.728  -2.576  0.118
H  0.972  -3.238  -4.102  0.064
H  0.250  -1.617  -4.241  0.041
H  1.198  -4.385  -2.108  0.154
H  3.365  -6.353  -1.456  0.083
H  3.313  -5.395  -2.922  0.140
H  2.386  -8.015  -3.714  0.109
C  -1.489  1.229  4.389  0.070
C  -1.632  1.992  5.486  -0.226
C  -1.509  3.493  5.433  -0.297
O  -1.672  4.102  6.469  0.117
C  -1.199  4.115  4.158  0.088
C  -1.054  3.349  3.070  -0.234
C  -1.205  1.854  3.120  -0.315
O  -1.063  1.232  2.072  0.054
O  -0.769  3.843  1.871  0.120
O  -1.886  1.498  6.679  0.138
H  -1.571  0.153  4.419  0.123
H  -1.095  5.190  4.131  0.142
H  -0.728  3.085  1.263  0.114
H  -1.937  2.260  7.290  0.127
C  0.597  4.627  12.137  0.075
C  -0.436  5.467  11.985  -0.238
C  -1.058  5.729  10.638  -0.310
O  -2.004  6.490  10.592  0.115
C  -0.494  5.064  9.475  0.073
C  0.539  4.228  9.631  -0.238
C  1.144  3.946  10.979  -0.317
O  2.069  3.156  11.023  0.107
O  1.113  3.579  8.623  0.106
O  -0.991  6.125  12.990  0.123
H  1.049  4.429  13.099  0.137
H  -0.935  5.269  8.510  0.115
H  1.828  3.049  9.023  0.117
H  -1.713  6.656  12.604  0.122
C  -1.862  0.744  -8.300  0.084
C  -1.075  0.244  -7.341  -0.234
C  -0.765  1.015  -6.089  -0.304
O  -0.064  0.478  -5.243  0.042
C  -1.309  2.348  -5.944  0.077
C  -2.094  2.859  -6.906  -0.210
C  -2.435  2.076  -8.150  -0.304
O  -3.163  2.592  -8.966  0.142
O  -2.619  4.069  -6.826  0.077
O  -0.510  -0.956  -7.423  0.101
H  -2.094  0.198  -9.203  0.139
H  -1.062  2.898  -5.047  0.135
H  -3.176  4.265  -7.625  0.095
H  0.033  -1.064  -6.623  0.054
C  -5.089  8.285  -6.123  0.076
C  -4.557  7.127  -6.539  -0.221
C  -4.959  6.505  -7.861  -0.277
O  -4.440  5.456  -8.218  0.087
C  -5.956  7.178  -8.663  0.077
C  -6.486  8.335  -8.240  -0.235
C  -6.073  8.970  -6.940  -0.313
O  -6.592  10.026  -6.641  0.119
O  -7.399  9.003  -8.918  0.131
O  -3.657  6.473  -5.817  0.122
H  -4.811  8.742  -5.185  0.137
H  -6.245  6.716  -9.596  0.139
H  -7.604  9.800  -8.392  0.125
H  -3.400  5.663  -6.294  0.076